ORCA calculation (ωB97M-V with the def2-TZVPD basis set) on a molecular structure, C31H41Cl3N6OPPdS.

The geometry in ORCA input format:
```
! RIJCOSX wB97M-V def2-TZVPD def2/J DEFGRID3
* xyz 1 1
Pd -0.93605 -1.25122 0.06406
N -1.70495 -2.09673 -2.99633
C -2.23593 -0.92019 -2.57546
O -1.82590 -0.37330 -1.48127
C -3.20907 -0.27345 -3.33607
C -3.71879 -0.92461 -4.48635
N -4.09010 -1.56265 -5.37240
C -3.70727 0.97740 -2.89550
N -4.11897 1.98987 -2.52874
H -1.23851 -2.68150 -2.32548
H -2.11448 -2.54953 -3.79976
N 1.45779 -3.51865 0.74582
C 0.62995 -3.21328 1.75496
N -0.26476 -2.25486 1.70830
C -1.07723 -2.25764 2.85755
C -2.16773 -1.42823 3.09648
C -2.85393 -1.56812 4.28927
C -2.46567 -2.51326 5.23918
C -1.38332 -3.34323 5.00865
C -0.70457 -3.20437 3.80684
S 0.65508 -4.13129 3.22524
H 1.42567 -2.98723 -0.10864
H 2.19403 -4.19134 0.86653
H -2.46572 -0.68221 2.36928
H -3.70457 -0.93050 4.48829
H -3.01650 -2.60096 6.16524
H -1.08122 -4.08132 5.73905
Cl -5.60102 -0.61226 -0.31778
C -5.24908 -2.33015 -0.47995
Cl -5.52856 -2.88206 -2.12947
Cl -6.15783 -3.29119 0.68715
C -3.81673 -2.49553 -0.18794
N -2.69963 -2.60783 0.03868
C -0.23268 4.02283 -2.46755
C -0.97808 3.91383 -1.12773
C -0.96697 2.47759 -0.57914
C 0.34904 1.78857 -0.97807
C 0.41718 1.59047 -2.50910
C -0.33748 2.71290 -3.23917
P 0.74369 0.28132 -0.01903
C 2.21389 -0.53669 -0.77499
C 1.88020 -1.44759 -1.96587
C 3.05895 -2.38561 -2.26759
C 4.41286 -1.69289 -2.03872
C 4.27740 -0.18811 -2.23166
C 3.37627 0.41971 -1.14687
C 1.32688 0.78769 1.65380
C 2.30613 1.99465 1.63425
C 1.62429 3.27829 2.09865
C 1.18247 3.16369 3.56235
C 0.74580 1.73038 3.90394
C 0.19517 1.01591 2.67303
H 0.82353 4.26066 -2.30010
H -0.63979 4.84638 -3.05358
H -2.01765 4.21735 -1.25786
H -0.53371 4.59858 -0.40067
H -1.80045 1.91293 -0.98924
H -1.10269 2.49823 0.50177
H 1.16302 2.46588 -0.69219
H 0.00218 0.62557 -2.79484
H 1.46362 1.59399 -2.82546
H -1.39042 2.44861 -3.34707
H 0.06530 2.81713 -4.24717
H 2.57185 -1.17432 0.04356
H 1.66132 -0.83213 -2.83796
H 0.96625 -2.02381 -1.78629
H 2.97741 -2.72514 -3.30110
H 2.99893 -3.28912 -1.65193
H 5.16223 -2.10386 -2.71436
H 4.77538 -1.88913 -1.02475
H 3.86691 0.01766 -3.22393
H 5.25286 0.29716 -2.19631
H 2.99773 1.38246 -1.49257
H 3.97096 0.61643 -0.25379
H 1.88073 -0.09795 1.98875
H 2.75328 2.14270 0.65362
H 3.13688 1.76764 2.30749
H 0.76281 3.48225 1.45733
H 2.30211 4.12296 1.97126
H 0.36510 3.86119 3.75223
H 2.00204 3.46099 4.21878
H -0.00329 1.73670 4.69626
H 1.59418 1.15630 4.28948
H -0.61457 1.60976 2.24432
H -0.23345 0.06045 2.95638
*
```

**Energy relative to the best compared isomer or geometry (same formula, charge and spin)**: 17.56 kJ/mol
**Highest occupied orbital energy**: -10.490 eV
**Largest force on an atom**: 0.37 eV/Å